A 11-piece molecular cluster, C31H90N12O13 overall in a non-equilibrium geometry. Source: OMol25; level of theory: wB97M-V/def2-TZVPD.

XYZ file:
```
146
Properties=species:S:1:pos:R:3:forces:R:3:mulliken_charge:R:1
C 6.10082 -1.48534 -0.34054 0.53 0.43 0.64 -0.80
O 5.61828 -0.50442 0.57337 -0.48 0.75 -0.09 -0.37
C 5.25357 -0.99798 1.85041 0.43 -0.35 0.27 -0.43
C 5.02093 0.07864 2.89640 -0.66 0.08 1.50 0.22
C 4.69994 -0.50774 4.28084 -0.07 -0.96 -1.11 -0.99
N 3.79809 0.80634 2.50988 1.16 0.16 -0.92 -0.36
H 7.07725 -1.78999 0.03614 0.08 -0.58 0.00 0.40
H 6.30927 -1.01368 -1.30084 -0.41 0.16 0.07 0.28
H 5.42658 -2.33230 -0.46767 -0.10 -0.03 0.03 0.23
H 4.31551 -1.54661 1.76591 -0.09 -0.47 0.03 -0.10
H 6.05376 -1.63245 2.23155 0.03 -0.43 -0.01 0.54
H 5.91837 0.67704 3.05324 0.12 0.42 -0.61 0.43
H 3.75963 -1.03956 4.13562 0.08 -0.38 0.19 -0.21
H 4.48569 0.23359 5.05067 0.52 0.16 -0.12 0.42
H 5.49039 -1.21541 4.53080 -0.10 0.06 0.63 0.40
H 4.02553 0.87739 1.52840 -0.86 0.70 -0.78 0.14
H 3.86219 1.75479 2.85112 -0.15 0.26 0.19 0.26
C -1.16282 -5.94144 -2.67824 -0.28 0.95 -0.68 -0.58
O -2.34835 -5.14298 -3.00202 1.12 0.72 -0.26 -0.42
C -2.06861 -3.71518 -3.25095 0.15 -0.71 1.27 -0.91
C -1.43905 -3.04203 -2.02323 0.46 0.45 0.40 1.73
C -2.16640 -3.13868 -0.67579 -0.04 -0.36 -0.44 -1.10
N -1.22971 -1.60033 -2.30300 -0.05 -0.91 -0.57 0.60
H -0.35005 -5.77352 -3.38486 0.03 0.39 -0.29 0.22
H -1.35230 -7.01040 -2.77582 -0.67 0.21 0.25 0.38
H -0.75086 -5.70682 -1.69674 -0.29 -0.07 0.22 0.17
H -1.43871 -3.51398 -4.11746 0.43 -0.56 -0.10 0.39
H -2.97642 -3.16251 -3.49287 -0.60 -0.65 0.18 0.44
H -0.43985 -3.45572 -1.88697 0.09 -0.20 -0.04 -1.42
H -3.02682 -2.47019 -0.70539 -0.18 -0.07 0.15 0.27
H -1.46911 -2.78135 0.08198 -0.07 0.10 0.17 0.18
H -2.48584 -4.14004 -0.38710 -0.04 -0.07 -0.16 0.61
H -1.11471 -1.10342 -1.43124 -0.03 0.04 0.10 -0.57
H -2.10821 -1.26851 -2.67477 -0.27 0.37 -0.21 0.40
C 3.47127 0.47027 -2.95534 -0.55 0.48 -1.07 -0.55
O 3.10683 1.84222 -3.14173 1.15 -0.24 1.57 -0.16
C 2.95701 2.33782 -4.44210 -0.86 0.42 -0.01 -0.71
C 2.86883 3.86040 -4.36513 -0.01 -0.15 -0.02 0.74
C 1.75620 4.38816 -3.51848 -0.50 -0.56 1.50 -1.20
N 2.68087 4.43191 -5.70302 0.54 0.21 -0.15 -0.84
H 3.68991 0.20209 -1.92172 0.04 0.69 0.12 0.05
H 4.33390 0.22710 -3.57570 0.11 -0.15 -0.04 0.44
H 2.62111 -0.14344 -3.25315 -0.07 -0.31 -0.22 0.14
H 3.75485 2.16212 -5.16370 0.33 -0.68 0.19 0.32
H 2.01419 1.91803 -4.79276 -0.20 0.04 -0.70 0.16
H 3.82098 4.18495 -3.94538 0.23 0.19 -0.24 0.22
H 1.69499 5.47517 -3.57132 -0.35 0.00 -0.46 0.47
H 1.84868 4.21297 -2.44663 0.36 -0.39 0.15 0.11
H 0.86138 3.83819 -3.80991 -0.48 0.57 -0.19 0.16
H 2.35739 5.36754 -5.50283 0.33 0.47 -0.37 0.30
H 1.86315 4.05492 -6.16053 -0.18 -0.65 0.00 0.29
C -2.86985 6.36214 1.70152 -0.55 0.42 0.70 -0.93
O -2.28202 5.09096 1.56955 2.65 0.47 -0.78 -0.10
C -0.86569 5.24675 1.19048 -0.01 -0.43 -0.03 -1.32
C -0.04902 3.97112 1.29534 1.07 0.55 0.82 0.59
C 1.41069 4.33817 1.05015 0.00 0.08 0.94 -1.42
N -0.35496 2.94683 0.34431 -1.83 -0.31 -0.03 -0.46
H -2.67460 6.87051 2.64573 0.13 -0.59 0.78 0.34
H -3.94160 6.16877 1.65627 -0.02 0.54 -0.38 0.25
H -2.48280 7.14935 1.05452 -0.33 -0.48 -1.06 0.37
H -0.66856 5.58829 0.17431 -1.04 0.24 -0.59 0.42
H -0.31430 5.99494 1.75994 -0.60 0.19 0.75 0.49
H -0.25813 3.60489 2.30045 0.46 -0.41 0.14 0.27
H 1.50988 4.67313 0.01765 0.12 0.50 0.11 0.28
H 2.11934 3.51578 1.14810 -0.39 -0.33 0.09 0.16
H 1.68644 5.05998 1.81894 0.40 0.45 -0.46 0.50
H -1.27266 2.67782 0.66921 -0.37 -0.98 0.08 -0.55
H -0.63930 3.42754 -0.49721 0.44 0.13 -0.80 0.28
C -6.36730 5.70758 -1.20215 0.37 -1.30 -0.35 -0.74
O -6.17305 4.27532 -0.99130 0.02 1.29 -0.21 -0.36
C -4.84373 3.82294 -0.79725 -0.33 -0.63 0.86 -0.24
C -4.93649 2.31766 -0.47537 -0.10 -0.57 -0.83 -0.12
C -3.57485 1.70276 -0.13089 0.07 0.52 0.43 0.16
N -5.54528 1.53032 -1.57061 0.19 0.61 0.70 -0.73
H -5.78685 6.10031 -2.03698 0.38 -0.28 -0.15 0.32
H -6.09048 6.29718 -0.32817 -0.29 -0.10 0.24 0.24
H -7.40460 5.82033 -1.51743 -0.02 0.05 0.52 0.28
H -4.19308 4.07318 -1.63518 0.08 -0.10 -0.32 0.45
H -4.38675 4.19023 0.12164 0.02 0.87 0.10 -0.06
H -5.64595 2.28054 0.35129 0.18 -0.18 0.28 0.41
H -3.13884 1.09967 -0.92731 -0.22 0.18 -0.24 -0.16
H -3.55636 1.07572 0.76050 -0.30 0.01 -0.02 0.13
H -2.89565 2.52536 0.09298 0.07 -0.02 -0.05 -0.33
H -5.03629 1.86336 -2.37690 -0.04 -0.32 -0.67 0.29
H -6.47118 1.92520 -1.65356 -0.36 -0.11 -0.41 0.39
C 2.37146 -3.53466 -2.61629 0.35 0.24 -0.39 0.04
O 3.67214 -3.84624 -2.22848 1.61 -1.14 0.16 -0.37
C 3.87401 -5.23542 -1.86034 -2.20 0.88 1.08 -0.94
C 2.93869 -5.54233 -0.61222 1.08 0.41 -1.51 1.39
C 3.24909 -4.70268 0.53427 1.41 2.86 2.29 -1.10
N 3.09989 -6.88698 -0.18588 -0.70 -1.68 -0.45 -0.79
H 1.72293 -3.59948 -1.74262 -0.49 0.16 -0.36 -0.15
H 2.07507 -4.16111 -3.45760 -0.50 -0.39 0.13 0.36
H 2.41716 -2.52800 -3.03182 -0.20 0.17 0.34 -0.12
H 3.58278 -5.93224 -2.64630 0.00 0.13 -0.37 0.36
H 4.93017 -5.37930 -1.63246 -0.07 0.18 0.18 0.42
H 1.88687 -5.36222 -0.83433 -0.04 -0.40 -0.60 -0.46
H 2.94361 -5.10794 1.49892 -0.35 -0.23 -0.10 0.56
H 2.93368 -3.66013 0.57527 -0.71 0.15 -0.57 -0.08
H 4.31539 -4.52121 0.66906 0.50 -0.52 -0.15 0.27
H 2.55651 -6.90770 0.66524 0.20 -0.86 0.22 0.30
H 4.05881 -7.11902 0.03032 0.12 0.12 0.16 0.30
N -2.59436 1.12866 5.09540 0.40 -2.03 1.07 -0.46
C -2.53388 1.74426 3.90153 1.07 -2.44 0.02 0.47
N -2.95270 2.98001 4.09034 -0.44 2.28 -1.95 -0.38
O -2.11175 1.18804 2.86102 -0.66 1.23 1.14 -0.22
H -2.90199 1.62410 5.92003 0.20 -0.47 -0.20 0.13
H -2.25093 0.18349 5.18923 -0.07 0.21 0.08 0.18
H -3.12489 3.45823 3.21756 -0.15 0.78 0.42 0.12
H -3.34167 3.24184 4.98491 -0.07 0.29 -0.72 0.19
N -0.43254 0.21103 -4.43034 1.80 -2.47 -1.98 -0.11
C -0.93293 1.39593 -4.18758 -2.49 2.51 -4.04 0.40
N -1.09020 1.62636 -2.91959 -0.30 0.84 3.67 0.63
O -1.36894 2.15438 -5.11264 1.41 -0.95 1.70 -0.83
H -0.25258 -0.01542 -5.39803 -0.19 0.09 0.22 0.23
H -0.18127 -0.48162 -3.73954 -0.24 0.10 0.22 0.06
H -0.87741 0.86783 -2.28757 0.13 0.46 0.42 -0.21
H -1.41280 2.50288 -2.53523 -0.05 -0.33 -0.51 -0.07
N -0.12994 -3.28163 4.17446 -4.01 -2.95 -2.49 0.02
C 0.93570 -2.96808 4.80655 2.91 -2.84 3.70 0.40
N 1.17448 -1.71647 4.75942 1.36 5.90 -0.73 -0.20
O 1.60582 -3.71633 5.52302 -0.06 -0.77 0.09 -0.80
H -0.41232 -2.74794 3.36481 -0.14 -0.26 0.22 0.31
H -0.46923 -4.22079 4.32597 0.16 0.26 -0.34 0.14
H 0.70470 -1.24550 3.99941 0.29 0.68 0.48 0.16
H 1.91869 -1.28013 5.28465 -0.13 -0.38 -0.40 0.22
O -0.44680 0.28408 -0.36800 0.59 -1.83 0.73 0.37
C 0.73515 -0.47037 0.05815 -0.69 1.61 1.65 -0.49
C 0.88271 -0.59349 1.66052 -0.22 1.33 -2.59 -0.72
O -0.13218 -1.39569 2.18937 -0.16 -1.23 -0.16 -0.12
H -0.23744 1.16987 -0.06281 -0.09 0.97 0.18 0.04
H 0.69912 -1.47609 -0.36056 0.08 0.11 -0.12 0.37
H 1.53972 0.15668 -0.32600 0.66 -0.65 0.03 0.35
H 0.74736 0.33144 2.22112 0.63 0.70 -0.70 0.53
H 1.92188 -0.90497 1.76641 -0.34 -0.73 0.76 0.13
H -0.94138 -0.88789 2.09477 -0.38 0.32 -0.01 -0.24
O -3.04627 -3.50267 4.43905 -0.59 0.33 -0.01 -0.58
C -3.25510 -2.85799 3.15513 -0.45 -1.90 1.00 0.09
C -4.76314 -2.63988 2.83493 0.27 0.86 -0.40 -0.57
O -5.56544 -3.81508 2.70408 1.04 -0.22 0.48 -0.57
H -2.83214 -4.42913 4.30710 -0.28 0.03 -0.07 0.34
H -2.64495 -1.96094 3.26056 -0.64 0.47 -0.55 -0.10
H -2.77247 -3.53989 2.45501 -0.21 0.37 -0.69 0.38
H -4.85237 -2.08477 1.90113 0.46 0.12 -0.33 0.28
H -5.18542 -1.94514 3.56096 0.02 -0.19 0.54 0.34
H -6.44183 -3.56479 2.40258 0.07 0.15 0.00 0.32
```
Positions in Å, forces in eV/Å.

For the electronic energy, the calculation gives -2870.14711 a.u. The SMILES is COC[C@H](C)N.COC[C@H](C)N.COC[C@H](C)N.COC[C@H](C)N.COC[C@H](C)N.COC[C@H](C)N.NC(N)=O.NC(N)=O.NC(N)=O.OCCO.OCCO. As for the orbital gap: 8.992 eV. The maximum force is 0.1186 hartree/bohr.